No. 1
DFT (ωB97M-V/def2-TZVPD) results for 2 unconnected molecules or ions with the total composition C18H36BCl3O2Si4 at a distorted geometry.

Calculated values
2S+1: 1
Highest occupied orbital energy, eV: -8.65
Calculated total energy, Ha: -3421.56232

Each line ends with the Löwdin charge.
CARTESIAN COORDINATES (ANGSTROEM)
1 Cl 4.181 5.078 3.399  0.49
2 B 3.666 4.520 1.707  -1.94
3 Cl 1.818 4.484 1.609  0.54
4 Cl 4.346 5.688 0.443  0.52
5 O 4.184 3.186 1.451  -0.06
6 C 3.880 2.629 0.276  0.00
7 C 4.352 1.354 -0.067  -0.16
8 C 4.068 0.717 -1.299  0.01
9 C 4.578 -0.532 -1.565  -0.07
10 C 5.373 -1.185 -0.632  -0.03
11 C 5.662 -0.578 0.580  -0.05
12 C 5.163 0.668 0.861  0.02
13 H 3.258 3.196 -0.403  0.12
14 H 3.454 1.218 -2.029  0.12
15 H 4.364 -1.014 -2.504  0.11
16 H 5.770 -2.165 -0.848  0.12
17 H 6.281 -1.081 1.304  0.11
18 H 5.384 1.155 1.795  0.13
19 C -3.282 -3.355 0.313  -0.20
20 Si -2.140 -2.242 1.293  0.39
21 C -3.006 -1.837 2.896  -0.20
22 C -0.640 -3.263 1.740  -0.21
23 Si -1.581 -0.308 0.128  0.44
24 Si -0.413 -0.784 -1.825  0.40
25 C -1.446 -1.782 -3.026  -0.20
26 C 0.096 0.786 -2.699  -0.20
27 C 1.152 -1.754 -1.515  -0.21
28 Si -3.478 0.958 -0.316  0.40
29 C -4.724 0.083 -1.398  -0.20
30 C -4.353 1.437 1.261  -0.20
31 C -3.031 2.557 -1.166  -0.20
32 O -0.669 0.717 1.103  -0.30
33 C 0.546 0.309 1.573  -0.30
34 C 1.347 1.038 2.346  0.03
35 H -3.538 -4.252 0.871  0.04
36 H -4.201 -2.828 0.071  0.01
37 H -2.804 -3.654 -0.615  0.01
38 H -3.188 -2.732 3.485  0.03
39 H -2.389 -1.157 3.476  0.03
40 H -3.958 -1.354 2.696  0.01
41 H -0.921 -4.151 2.299  0.03
42 H -0.118 -3.571 0.840  0.01
43 H 0.036 -2.670 2.349  0.02
44 H -0.899 -1.995 -3.940  0.04
45 H -1.734 -2.725 -2.572  0.02
46 H -2.350 -1.238 -3.286  0.02
47 H 0.713 0.574 -3.569  0.03
48 H -0.783 1.334 -3.023  0.01
49 H 0.661 1.411 -2.014  0.02
50 H 1.686 -1.947 -2.442  0.03
51 H 1.803 -1.195 -0.849  0.01
52 H 0.914 -2.706 -1.049  0.02
53 H -5.590 0.714 -1.579  0.04
54 H -4.276 -0.173 -2.353  0.01
55 H -5.058 -0.833 -0.918  0.01
56 H -5.176 2.116 1.056  0.03
57 H -4.745 0.555 1.757  0.01
58 H -3.651 1.928 1.928  0.03
59 H -3.904 3.194 -1.276  0.03
60 H -2.285 3.083 -0.576  0.03
61 H -2.617 2.358 -2.150  0.01
62 H 0.852 -0.683 1.276  0.08
63 H 2.292 0.671 2.691  0.05
64 H 1.067 2.029 2.632  0.02

***

No. 2
DFT (ωB97M-V/def2-TZVPD) results for 9 unconnected molecules or ions with the total composition C18H36Br18 at a distorted geometry.

Calculated values
2S+1: 1
Structure (SMILES): BrCCBr.BrCCBr.BrCCBr.BrCCBr.BrCCBr.BrCCBr.BrCCBr.BrCCBr.BrCCBr
Highest occupied orbital energy, eV: -9.83
Calculated total energy, Ha: -47039.69558
Energy relative to the best compared isomer or geometry (same formula, charge and spin), eV: 1.3895

Each line ends with the Löwdin charge.
CARTESIAN COORDINATES (ANGSTROEM)
1 Br -3.512 -3.639 -5.676  0.60
2 C -3.523 -3.658 -3.696  -0.74
3 C -4.354 -4.866 -3.258  -0.68
4 Br -4.433 -4.791 -1.292  0.60
5 H -3.905 -2.751 -3.243  0.02
6 H -2.515 -3.906 -3.376  0.02
7 H -3.972 -5.833 -3.564  0.06
8 H -5.398 -4.773 -3.547  0.04
9 Br 1.628 0.997 7.052  0.60
10 C 1.192 -0.849 6.570  -0.71
11 C -0.054 -0.926 5.702  -0.78
12 Br -0.520 -2.784 5.543  0.65
13 H 1.105 -1.352 7.527  0.04
14 H 2.010 -1.266 5.986  0.06
15 H 0.223 -0.504 4.741  -0.05
16 H -0.876 -0.431 6.210  0.03
17 Br -4.049 5.174 -4.399  0.61
18 C -2.934 3.565 -4.205  -0.71
19 C -2.771 3.214 -2.736  -0.67
20 Br -1.357 1.884 -2.618  0.71
21 H -2.012 3.637 -4.776  0.05
22 H -3.449 2.773 -4.752  0.05
23 H -3.705 2.901 -2.289  0.01
24 H -2.417 4.154 -2.314  0.01
25 Br -5.816 2.247 -0.269  0.63
26 C -6.333 0.373 -0.453  -0.68
27 C -5.401 -0.542 0.339  -0.68
28 Br -5.629 -0.147 2.221  0.64
29 H -6.343 -0.034 -1.466  0.07
30 H -7.356 0.268 -0.103  0.05
31 H -4.346 -0.441 0.087  0.04
32 H -5.611 -1.581 0.084  0.06
33 Br 0.005 5.524 -0.931  0.60
34 C 1.337 4.065 -1.083  -0.69
35 C 2.496 4.481 -1.950  -0.73
36 Br 3.825 3.099 -1.992  0.63
37 H 0.854 3.175 -1.468  -0.02
38 H 1.698 3.849 -0.080  0.05
39 H 2.992 5.347 -1.516  0.05
40 H 2.206 4.724 -2.969  0.06
41 Br 4.839 -3.858 -1.408  0.60
42 C 5.142 -3.494 0.508  -0.67
43 C 6.460 -4.120 0.964  -0.71
44 Br 6.995 -3.325 2.661  0.62
45 H 4.368 -3.903 1.150  0.06
46 H 5.210 -2.413 0.544  0.00
47 H 7.274 -4.035 0.249  0.04
48 H 6.325 -5.179 1.169  0.05
49 Br 5.162 -0.111 -1.447  0.58
50 C 6.955 -0.596 -2.088  -0.67
51 C 7.934 -0.576 -0.935  -0.71
52 Br 9.730 -0.529 -1.671  0.64
53 H 7.230 0.128 -2.848  0.04
54 H 6.819 -1.587 -2.510  0.03
55 H 7.775 -1.469 -0.331  0.04
56 H 7.831 0.261 -0.250  0.05
57 Br 0.546 -0.590 2.073  0.66
58 C 0.083 -1.370 0.336  -0.66
59 C -0.941 -0.476 -0.351  -0.76
60 Br -1.559 -1.365 -1.983  0.65
61 H -0.350 -2.369 0.356  0.06
62 H 1.015 -1.464 -0.214  0.05
63 H -0.566 0.525 -0.537  -0.06
64 H -1.745 -0.319 0.370  0.01
65 Br -2.464 0.649 3.725  0.59
66 C -3.258 2.444 3.480  -0.62
67 C -2.244 3.325 2.737  -0.64
68 Br -1.725 2.569 1.013  0.65
69 H -3.619 2.767 4.452  0.06
70 H -4.144 2.351 2.851  0.01
71 H -1.375 3.452 3.377  0.06
72 H -2.678 4.298 2.517  0.06

***

No. 3
DFT (ωB97M-V/def2-TZVPD) results for 8 unconnected molecules or ions with the total composition C18H36O16 at a distorted geometry.

Calculated values
2S+1: 1
Structure (SMILES): C[C@H]1COC(=O)O1.C[C@H]1COC(=O)O1.C[C@H]1COC(=O)O1.C[C@H]1COC(=O)O1.CO.CO.O.O
Highest occupied orbital energy, eV: -9.57
Calculated total energy, Ha: -1911.33557
Energy relative to the best compared isomer or geometry (same formula, charge and spin), eV: 0.0000

Each line ends with the Löwdin charge.
CARTESIAN COORDINATES (ANGSTROEM)
1 O 0.426 0.014 0.388  -0.04
2 H -0.521 -0.176 0.423  0.03
3 H 0.502 0.899 0.759  0.03
4 O 1.368 -0.450 3.484  -0.06
5 H 0.883 -0.883 2.770  0.01
6 H 0.779 0.246 3.789  0.02
7 C 6.161 -0.035 -0.898  -0.03
8 C 4.701 -0.274 -0.750  -0.32
9 C 3.823 0.976 -0.824  -0.07
10 O 2.739 0.591 -1.703  0.04
11 C 2.976 -0.633 -2.217  -0.56
12 O 2.241 -1.256 -2.908  0.18
13 O 4.179 -1.096 -1.806  0.08
14 H 6.563 0.428 0.006  0.09
15 H 6.382 0.643 -1.725  0.09
16 H 6.717 -0.959 -1.053  0.09
17 H 4.441 -0.816 0.162  0.16
18 H 4.308 1.852 -1.254  0.13
19 H 3.343 1.213 0.124  0.13
20 C -3.470 -1.419 -2.617  -0.03
21 C -2.264 -2.008 -3.311  -0.28
22 C -0.959 -1.682 -2.554  -0.08
23 O -0.311 -2.950 -2.408  0.06
24 C -1.174 -3.942 -2.701  -0.57
25 O -0.941 -5.101 -2.557  0.15
26 O -2.337 -3.450 -3.170  0.07
27 H -3.348 -0.334 -2.516  0.08
28 H -3.678 -1.882 -1.659  0.09
29 H -4.344 -1.471 -3.275  0.08
30 H -2.234 -1.794 -4.375  0.15
31 H -1.102 -1.275 -1.557  0.12
32 H -0.347 -1.072 -3.207  0.11
33 C -1.527 4.577 -2.251  -0.02
34 C -0.512 3.600 -2.818  -0.31
35 C -0.219 2.324 -1.994  -0.09
36 O -0.292 1.291 -2.958  0.06
37 C -0.613 1.773 -4.169  -0.55
38 O -0.687 1.133 -5.167  0.17
39 O -0.882 3.107 -4.096  0.09
40 H -2.084 5.084 -3.040  0.09
41 H -1.033 5.398 -1.725  0.08
42 H -2.236 4.137 -1.546  0.08
43 H 0.418 4.181 -2.867  0.15
44 H -0.989 2.249 -1.222  0.12
45 H 0.760 2.356 -1.526  0.12
46 C -2.002 -1.618 6.251  -0.02
47 C -2.826 -1.765 4.993  -0.29
48 C -4.008 -0.795 4.895  -0.10
49 O -4.021 -0.414 3.527  0.07
50 C -2.819 -0.717 2.973  -0.56
51 O -2.529 -0.465 1.849  0.16
52 O -2.024 -1.317 3.870  0.08
53 H -2.656 -1.741 7.124  0.09
54 H -1.572 -0.626 6.369  0.09
55 H -1.276 -2.425 6.307  0.09
56 H -3.083 -2.811 4.831  0.16
57 H -3.862 0.062 5.553  0.13
58 H -4.940 -1.291 5.159  0.14
59 C 1.991 -3.888 0.209  -0.13
60 O 1.079 -3.089 0.973  -0.13
61 H 2.768 -4.284 0.862  0.07
62 H 1.459 -4.693 -0.301  0.08
63 H 2.460 -3.278 -0.568  0.07
64 H 0.991 -2.259 0.496  0.03
65 C 0.568 4.139 1.523  -0.14
66 O -0.577 3.302 1.334  -0.13
67 H 0.342 4.987 2.171  0.08
68 H 1.331 3.545 2.028  0.08
69 H 0.955 4.495 0.567  0.07
70 H -1.357 3.830 1.521  0.08

***

No. 4
DFT (ωB97M-V/def2-TZVPD) results for 2 unconnected molecules or ions with the total composition C18H37BO2 at a distorted geometry.

Calculated values
2S+1: 1
Structure (SMILES): C=CCBCCCCCCCCCCCOC.CC(C)=O
Highest occupied orbital energy, eV: -7.29
Calculated total energy, Ha: -883.18635

Each line ends with the Löwdin charge.
CARTESIAN COORDINATES (ANGSTROEM)
1 C -3.136 -6.937 -2.873  -0.03
2 C -2.294 -5.831 -2.899  -0.21
3 C -0.829 -5.886 -2.564  -0.16
4 B -0.419 -4.703 -1.575  -0.11
5 C 1.062 -4.227 -1.302  -0.17
6 C 1.593 -4.608 0.098  -0.22
7 C 0.874 -3.898 1.251  -0.21
8 C 1.474 -2.505 1.511  -0.22
9 C 0.437 -1.466 1.958  -0.21
10 C 1.074 -0.047 1.973  -0.21
11 C -0.053 0.995 2.002  -0.20
12 C 0.352 2.440 1.645  -0.20
13 C 1.510 2.567 0.659  -0.20
14 C 1.240 1.876 -0.703  -0.18
15 C 1.302 2.827 -1.906  -0.23
16 O 0.080 3.532 -2.088  -0.19
17 C -0.949 2.710 -2.609  -0.12
18 H -3.496 -7.406 -3.786  0.04
19 H -3.476 -7.349 -1.923  0.05
20 H -2.729 -4.862 -3.160  0.10
21 H -0.275 -5.765 -3.500  0.11
22 H -0.593 -6.848 -2.098  0.11
23 H -1.309 -4.154 -0.987  0.08
24 H 1.104 -3.136 -1.433  0.10
25 H 1.702 -4.661 -2.079  0.09
26 H 1.498 -5.690 0.236  0.11
27 H 2.665 -4.397 0.111  0.11
28 H -0.201 -3.831 1.091  0.09
29 H 1.063 -4.499 2.144  0.11
30 H 1.927 -2.110 0.595  0.10
31 H 2.290 -2.560 2.238  0.12
32 H -0.039 -1.708 2.910  0.12
33 H -0.321 -1.431 1.168  0.11
34 H 1.696 -0.015 2.871  0.12
35 H 1.695 -0.004 1.080  0.08
36 H -0.426 1.019 3.031  0.11
37 H -0.891 0.629 1.406  0.10
38 H -0.511 2.908 1.161  0.09
39 H 0.562 3.064 2.514  0.10
40 H 1.737 3.617 0.454  0.11
41 H 2.432 2.158 1.078  0.10
42 H 0.328 1.276 -0.683  0.11
43 H 2.049 1.149 -0.848  0.11
44 H 1.531 2.231 -2.797  0.11
45 H 2.066 3.574 -1.697  0.12
46 H -1.595 3.318 -3.245  0.08
47 H -0.560 1.886 -3.216  0.09
48 H -1.552 2.319 -1.783  0.08
49 C -1.920 5.394 1.523  -0.02
50 C -0.728 6.181 2.011  -0.50
51 O 0.128 5.674 2.698  0.07
52 C -0.652 7.632 1.603  -0.02
53 H -1.849 4.374 1.888  0.06
54 H -2.841 5.841 1.900  0.09
55 H -1.936 5.379 0.431  0.09
56 H -1.521 8.173 1.981  0.08
57 H -0.617 7.712 0.515  0.09
58 H 0.249 8.077 2.019  0.08

***

Question: Which value of 2S+1 does entry 4 give?
Answer: 1

***

Question: Look up the highest occupied orbital energy of the third one.
Answer: -9.57 eV

***

Question: Number 3 is which compound?
Answer: C18H36O16

***

Question: The lowest calculated total energy belongs to which entry?
Answer: C18H36Br18